[1]
113
Properties=species:S:1:pos:R:3:forces:R:3 method="wB97M-V/def2-TZVPD" orbital_gap_ev=4.4 de_lowest_kcal_mol=0.0 total_charge=+2
In 0.839 -1.344 2.562 -2.7 0.3 -0.4
C 4.789 -3.349 2.990 -0.3 0.3 -0.4
C 3.655 -2.395 2.742 -2.5 -2.1 0.9
N 2.584 -2.244 3.519 2.4 2.2 0.6
N 2.756 -1.987 4.897 -0.3 -1.1 -0.6
C 2.025 -1.031 5.570 0.3 -0.3 0.2
N 2.296 -0.971 6.879 0.5 -0.9 -0.3
S 0.944 0.065 4.900 -0.1 -0.6 -1.4
C 3.529 -1.759 1.446 0.7 1.8 -3.2
C 4.642 -1.759 0.520 -1.0 -2.0 1.9
C 4.665 -0.840 -0.466 -0.1 1.9 -1.9
C 3.712 0.221 -0.506 1.1 -1.6 0.4
C 2.607 0.149 0.311 0.4 -1.1 0.9
N 2.484 -0.885 1.190 1.7 0.0 0.9
H 4.713 -3.891 3.938 0.0 0.2 -0.3
H 5.663 -2.737 2.953 1.1 0.1 0.3
H 4.894 -4.061 2.124 -0.4 0.6 0.9
H 3.193 -2.738 5.410 0.0 0.0 0.3
H 3.040 -1.627 7.184 -1.0 1.0 0.5
H 1.666 -0.457 7.513 0.9 -0.5 -0.5
H 5.451 -2.525 0.554 -0.8 0.7 0.2
H 5.461 -0.894 -1.243 -0.6 0.3 0.8
H 3.905 1.062 -1.121 -0.1 0.6 -0.6
H 1.890 0.954 0.380 -0.5 -0.2 -0.2
Br -2.558 -0.596 3.372 0.8 0.4 0.0
C -2.248 -2.306 4.098 0.2 -1.5 0.6
C -3.063 -2.683 5.147 0.4 2.1 1.2
C -3.290 -4.006 5.513 0.4 -0.7 -0.3
C -2.716 -4.982 4.728 -0.9 -0.7 0.6
C -1.882 -4.668 3.653 0.4 1.1 -0.2
C -1.583 -5.635 2.673 0.9 -1.0 0.1
C -0.850 -5.270 1.573 -0.9 -1.3 0.9
C -0.332 -3.995 1.505 1.8 1.0 -1.5
C -0.572 -2.986 2.377 0.5 0.1 0.7
C -1.440 -3.292 3.444 -2.2 0.2 -0.2
H -3.364 -1.837 5.813 -0.6 -0.9 -0.9
H -3.973 -4.279 6.315 0.3 0.2 -0.1
H -2.975 -6.044 4.878 0.1 0.6 -0.1
H -1.805 -6.716 2.857 -0.2 1.2 -0.2
H -0.612 -6.025 0.848 0.1 0.0 -0.4
H 0.365 -3.806 0.694 0.0 0.0 -0.2
C -1.590 -6.608 -5.033 0.9 -0.4 -1.5
C -0.782 -5.942 -3.915 -1.2 0.8 -0.4
O 0.110 -5.000 -4.506 1.0 1.0 -0.2
P 0.785 -3.787 -3.584 -1.5 -1.0 1.6
O -0.531 -2.777 -3.292 1.2 -0.6 -0.6
C -1.052 -2.115 -4.457 1.4 1.3 -0.9
C -2.142 -1.162 -4.033 -1.1 -0.3 0.9
O 1.594 -2.999 -4.708 0.7 -1.0 -0.7
C 2.702 -3.802 -5.313 -0.2 1.3 -0.1
C 3.276 -2.858 -6.326 0.4 0.0 0.1
H -2.249 -7.390 -4.664 0.2 -0.2 0.2
H -0.915 -7.025 -5.860 -0.8 0.3 1.4
H -2.264 -5.929 -5.590 0.5 0.2 0.6
H -0.271 -6.608 -3.220 0.1 -0.2 -0.3
H -1.486 -5.333 -3.351 -0.2 -0.2 0.5
H -1.251 -2.850 -5.247 -0.7 0.1 0.4
H -0.200 -1.509 -4.891 -1.0 -0.5 0.4
H -2.928 -1.638 -3.406 0.5 -0.1 -0.4
H -2.698 -0.687 -4.834 0.2 -0.1 -0.5
H -1.751 -0.353 -3.412 0.3 -0.1 -0.1
H 2.332 -4.691 -5.796 -0.5 -0.2 0.0
H 3.439 -4.110 -4.594 0.1 0.0 0.9
H 2.443 -2.688 -6.975 -0.2 0.5 -0.9
H 4.105 -3.331 -6.865 -0.2 0.2 0.0
H 3.583 -1.893 -5.883 0.0 -0.6 -0.1
O -0.733 2.524 -0.004 0.4 -2.1 -0.2
P -1.097 3.940 0.034 1.1 1.5 -0.5
N -0.811 4.555 1.561 -0.3 -0.1 0.3
C -1.067 3.712 2.723 -1.2 0.6 1.2
C -0.813 4.633 4.006 -0.7 -1.8 -1.5
C 0.345 5.455 3.472 0.5 -0.5 -0.5
C 0.019 5.689 1.975 0.2 0.6 -0.6
N -2.702 4.115 -0.408 0.7 0.5 0.2
C -3.223 3.535 -1.664 0.3 -0.1 -0.6
C -4.249 4.566 -2.195 0.3 0.1 -0.7
C -4.580 5.495 -1.005 -0.9 -0.1 -0.5
C -3.598 5.185 0.091 1.3 0.7 1.5
N 0.024 4.777 -0.951 -1.4 0.3 0.0
C 1.204 4.145 -1.546 0.4 -1.2 -1.0
C 2.094 5.301 -2.015 0.2 -0.3 1.4
C 1.025 6.284 -2.436 0.9 1.3 -0.9
C -0.091 6.216 -1.431 0.4 -1.5 0.9
H -0.471 2.819 2.740 0.6 -0.5 -0.1
H -2.111 3.408 2.712 -0.2 -0.3 0.1
H -0.619 4.013 4.908 0.1 0.5 -0.6
H -1.784 5.124 4.162 0.6 0.5 0.1
H 1.269 4.809 3.481 -0.8 0.7 0.3
H 0.500 6.370 4.034 0.3 0.1 -0.1
H 0.919 5.766 1.341 -0.1 -0.1 0.4
H -0.535 6.610 1.787 0.0 0.2 0.4
H -3.626 2.501 -1.608 -0.1 0.6 0.7
H -2.432 3.408 -2.409 0.3 0.2 0.2
H -5.160 4.010 -2.542 0.9 0.8 0.0
H -3.765 5.158 -3.027 -0.8 -0.8 0.7
H -5.618 5.262 -0.749 0.2 0.2 0.5
H -4.531 6.571 -1.205 -0.1 -0.4 -0.4
H -4.059 4.863 1.035 -0.2 -0.1 -0.3
H -3.025 6.126 0.393 -0.4 -1.2 -0.5
H 0.936 3.625 -2.514 0.1 -0.1 1.0
H 1.718 3.409 -0.869 -0.6 0.7 -0.5
H 2.780 5.050 -2.830 -0.2 -0.1 0.2
H 2.727 5.674 -1.155 -0.8 -0.1 -0.8
H 0.583 6.009 -3.406 0.4 0.0 0.1
H 1.529 7.260 -2.546 -0.8 -0.1 0.0
H -1.041 6.458 -1.913 -0.1 -0.1 0.4
H 0.100 6.786 -0.534 -0.2 0.9 -0.1
N -1.694 -1.200 -0.387 0.8 -0.9 -0.8
N -0.474 -0.403 -0.199 -0.1 -0.2 0.5
H -1.566 -1.795 -1.256 -0.4 1.2 1.3
H -2.492 -0.578 -0.479 0.2 -0.1 -0.3
H -0.715 0.604 -0.163 0.3 -0.4 -0.3
H 0.148 -0.595 -0.988 -0.3 0.4 0.1

[2]
108
Properties=species:S:1:pos:R:3:forces:R:3 method="wB97M-V/def2-TZVPD" orbital_gap_ev=4.7 de_lowest_kcal_mol=16.3 total_charge=-2
Na 0.325 0.280 -0.018 0.0 -0.3 -0.1
C -0.940 2.179 5.034 0.0 0.0 0.0
S -1.994 0.840 4.440 0.0 0.0 0.2
C -1.803 0.955 2.695 -0.1 -0.1 -0.1
S -2.374 -0.386 1.820 0.1 0.0 -0.1
N -1.305 2.086 2.261 0.1 0.0 -0.1
N -0.973 2.075 0.942 -0.2 0.1 0.3
C -0.993 3.210 0.363 0.0 0.0 -0.2
C -0.616 3.315 -1.052 0.0 0.1 0.1
C -0.621 4.562 -1.683 0.0 -0.1 0.0
C -0.265 4.642 -3.016 0.0 0.0 0.0
C 0.093 3.481 -3.685 0.0 0.0 0.0
C 0.074 2.286 -2.976 0.0 0.0 -0.1
N -0.280 2.195 -1.703 0.1 0.0 0.1
H -1.000 2.162 6.123 0.0 0.0 0.0
H -1.280 3.140 4.657 0.0 0.0 0.0
H 0.086 2.004 4.713 0.0 0.0 0.0
H -1.295 4.116 0.893 0.0 0.0 0.0
H -0.894 5.445 -1.119 0.0 0.0 0.0
H -0.256 5.599 -3.524 0.0 0.0 0.0
H 0.394 3.490 -4.724 0.0 0.0 0.0
H 0.372 1.357 -3.450 0.0 0.0 0.0
C 2.281 -0.265 -1.553 0.2 0.1 -0.3
Si 1.860 -1.573 -2.671 -0.1 0.0 0.0
C -0.034 -1.668 -2.964 0.0 0.0 0.0
N -0.821 -1.483 -1.747 0.0 0.2 0.1
C -0.818 -2.663 -0.894 0.1 0.0 0.0
C -1.633 -3.832 -1.474 0.0 0.0 0.0
C -2.896 -3.311 -2.181 0.0 0.0 0.0
C -3.279 -1.944 -1.626 0.0 0.0 0.0
C -2.172 -0.932 -1.936 -0.1 -0.1 -0.1
C 2.497 -1.604 -4.501 0.0 0.0 0.1
C 1.691 -1.656 -5.640 0.0 0.0 0.0
C 2.226 -1.614 -6.925 0.0 0.0 0.0
C 3.596 -1.529 -7.104 0.0 0.0 -0.1
C 4.425 -1.486 -5.989 0.0 0.0 0.0
C 3.878 -1.517 -4.716 0.0 0.0 0.0
C 2.512 -3.231 -1.999 0.0 0.0 0.0
C 2.806 -3.354 -0.637 0.0 0.0 0.0
C 3.281 -4.546 -0.107 0.0 0.0 0.1
C 3.474 -5.648 -0.928 0.0 -0.1 0.0
C 3.190 -5.551 -2.282 0.0 0.0 0.0
C 2.717 -4.353 -2.804 -0.1 0.0 -0.1
H 2.126 0.758 -1.908 0.0 0.0 0.0
H 3.249 -0.355 -1.060 0.0 0.0 0.1
H -0.326 -2.579 -3.522 0.0 0.0 0.0
H -0.263 -0.835 -3.638 0.0 0.0 0.0
H -1.208 -2.381 0.085 -0.1 0.0 0.0
H 0.214 -2.969 -0.731 0.0 0.0 0.0
H -1.902 -4.507 -0.657 0.0 0.0 0.0
H -1.023 -4.416 -2.169 0.0 0.0 0.0
H -3.718 -4.025 -2.080 0.0 0.0 0.0
H -2.702 -3.208 -3.255 0.0 0.0 0.0
H -3.433 -2.006 -0.545 0.0 0.0 0.0
H -4.221 -1.586 -2.052 0.0 0.0 0.0
H -2.308 -0.035 -1.322 0.0 0.0 0.0
H -2.265 -0.630 -2.985 0.0 0.0 0.0
H 0.616 -1.741 -5.534 0.0 0.0 0.0
H 1.566 -1.649 -7.785 0.0 0.0 0.0
H 4.019 -1.495 -8.102 0.0 0.0 0.0
H 5.500 -1.419 -6.114 0.0 0.0 0.0
H 4.536 -1.461 -3.855 0.0 0.0 0.0
H 2.653 -2.500 0.018 0.0 0.0 0.0
H 3.500 -4.609 0.952 0.0 0.0 0.0
H 3.845 -6.579 -0.513 0.0 0.0 0.0
H 3.339 -6.405 -2.933 0.0 0.0 0.0
H 2.507 -4.289 -3.867 0.0 0.0 0.0
C 7.557 -0.989 3.344 0.0 -0.1 -0.1
Si 5.794 -1.416 2.781 -0.1 0.1 0.1
C 5.703 -1.176 0.921 0.1 -0.1 0.0
C 5.510 -3.242 3.173 0.0 0.0 0.0
Si 4.162 -0.134 3.847 0.1 0.1 0.0
Te 1.978 -0.313 2.795 -0.1 -0.1 0.1
Si 4.927 2.070 3.904 -0.1 -0.1 0.0
C 6.289 2.344 5.198 0.0 0.1 -0.1
C 3.507 3.241 4.305 0.1 0.0 0.0
C 5.632 2.582 2.230 0.0 0.0 0.1
Si 4.037 -0.846 6.069 0.0 0.1 -0.1
C 3.086 -2.466 6.190 0.0 0.0 0.0
C 5.724 -1.122 6.896 0.0 0.0 0.0
C 3.114 0.437 7.107 0.0 -0.1 0.0
H 8.278 -1.667 2.876 0.0 0.0 0.0
H 7.664 -1.072 4.427 0.0 0.0 0.0
H 7.823 0.032 3.059 0.0 0.0 0.0
H 6.406 -1.839 0.407 0.0 0.0 0.0
H 5.926 -0.145 0.640 0.0 0.0 0.0
H 4.697 -1.395 0.561 -0.1 0.0 0.0
H 6.086 -3.883 2.499 0.0 0.0 0.0
H 4.451 -3.481 3.058 0.0 0.0 0.0
H 5.795 -3.477 4.201 0.0 0.0 0.0
H 5.920 2.150 6.207 0.0 0.0 0.0
H 6.636 3.382 5.158 0.0 0.0 0.0
H 7.147 1.690 5.026 0.0 0.0 0.0
H 3.100 3.045 5.298 0.0 0.0 0.0
H 2.695 3.090 3.592 0.0 0.0 0.0
H 3.834 4.285 4.263 0.0 0.0 0.0
H 6.531 2.014 1.982 0.0 0.0 0.0
H 5.889 3.647 2.227 0.0 0.0 0.0
H 4.898 2.403 1.442 0.0 0.0 0.0
H 3.617 -3.274 5.684 0.0 0.0 0.0
H 2.116 -2.356 5.703 0.0 0.0 0.0
H 2.936 -2.752 7.236 0.0 0.0 0.0
H 6.296 -1.888 6.368 0.0 0.0 0.0
H 5.586 -1.457 7.929 0.0 0.0 0.0
H 6.324 -0.211 6.911 0.0 0.0 0.0
H 2.083 0.511 6.757 0.0 0.0 0.0
H 3.564 1.428 7.026 0.1 0.0 0.0
H 3.106 0.152 8.164 0.0 0.0 0.0